No. 1
This record from the Open Molecules 2025 dataset describes the molecule C4H8N2O at a distorted geometry. The level of theory is ωB97M-V with the def2-TZVPD basis set.

Its structure (SMILES) is N#C[C@@H](N)CCO. The value obtained for the LUMO energy is 0.81 eV. The calculation puts the HOMO energy at -9.593 eV. The orbital gap comes out at 10.402 eV.

Last column: natural (NBO) charge in e.
Atoms and positions in Å:
N1 -0.1277 2.0617 0.5928  -0.379
C1 -0.7440 1.0838 0.6680  0.280
C2 -1.1152 -0.3023 0.5638  -0.162
N2 -2.4318 -0.5215 -0.0640  -0.832
C3 0.4183 -0.6261 -0.4962  -0.360
C4 1.5697 0.3603 -0.5507  -0.083
O1 2.3450 0.4598 0.6112  -0.723
H1 -1.0269 -0.7943 1.5554  0.210
H2 -2.5620 -1.5123 -0.2393  0.362
H3 -3.2238 -0.2523 0.5312  0.371
H4 0.0409 -0.7031 -1.5223  0.222
H5 0.8369 -1.5498 -0.0906  0.215
H6 1.4604 1.3161 -1.0866  0.207
H7 2.0021 -0.4021 -1.2773  0.180
H8 2.5583 1.3821 0.8046  0.490

=====

No. 2
This record from the Open Molecules 2025 dataset describes a cluster of 2 separate species, C4H8N2O in total at a distorted geometry. The level of theory is ωB97M-V with the def2-TZVPD basis set.

The value obtained for the LUMO energy (alpha / beta) is 0.32 / 0.32 eV. The calculation puts the HOMO energy (alpha / beta) at -8.087 / -8.088 eV. The orbital gap (alpha / beta) comes out at 8.404 / 8.404 eV.

Last column: natural (NBO) charge in e.
Atoms and positions in Å:
C1 -1.1061 -0.5272 0.7056  -0.471
C2 -0.2738 -1.4037 1.6072  -0.096
C3 -0.2948 -0.5433 -0.5678  0.001
C4 1.3350 1.3861 -0.4564  -0.071
N1 0.7156 0.3141 -0.2945  -0.146
N2 1.0671 -1.0218 -0.0966  -0.020
O1 1.1052 -1.3802 1.2282  -0.361
H1 -2.0987 -0.8189 0.6486  0.225
H2 -1.1238 0.6203 1.0705  0.190
H3 -0.2936 -1.2629 2.6693  0.205
H4 -0.7696 -2.5338 1.5421  0.161
H5 0.3770 0.1863 -2.7141  0.020
H6 1.0517 0.4617 -2.8541  -0.045
H7 0.8395 2.2958 -0.9353  0.203
H8 2.3474 1.5874 -0.2960  0.206

=====

No. 3
This record from the Open Molecules 2025 dataset describes a cluster of 2 separate species, C4H8N2O in total at a distorted geometry. The level of theory is ωB97M-V with the def2-TZVPD basis set.

Its structure (SMILES) is CC(=O)C#N.CN. The value obtained for the LUMO energy is 0.14 eV. The calculation puts the HOMO energy at -9.700 eV. The orbital gap comes out at 9.845 eV.

Last column: natural (NBO) charge in e.
Atoms and positions in Å:
C1 -1.0454 0.2535 2.1717  -0.703
C2 0.3463 0.3808 1.6232  0.527
O1 1.0444 1.3605 1.7006  -0.481
C3 0.8859 -0.8690 1.0172  0.179
N1 1.3053 -1.8490 0.5666  -0.283
H1 -1.0035 -0.3574 3.0819  0.246
H2 -1.4325 1.2433 2.4185  0.244
H3 -1.6982 -0.2530 1.4556  0.246
C4 -0.1002 -0.0459 -2.3511  -0.415
N2 0.2216 0.8068 -1.2091  -0.843
H4 -1.1632 0.0585 -2.5892  0.190
H5 0.0803 -1.0904 -2.0756  0.202
H6 0.4756 0.1709 -3.2639  0.171
H7 -0.0020 1.7757 -1.4171  0.359
H8 1.2241 0.7851 -1.0411  0.361

=====

Looking at total energy for the records above, in order, we have -9302.7447 -9296.9212 -9304.4138 eV.
Looking at relative energy (zero: lowest compared OMol25 entry of this formula, charge and spin) for the records above, in order, we have 352.0 913.9 191.0 kJ/mol.